1.
C33H22InN12O2 as an isolated structure, computed with ωB97M-V with the def2-TZVPD basis set.

Largest force on an atom (eV/A): 0.22
Total charge: +1
Total energy (eV): -61723.48698
2S+1: 1
Molar mass (g/mol): 733.4

Geometry (Å):
In 1.9756 0.3110 -0.1503
O -1.3224 3.2146 1.4342
C -2.0997 2.2148 1.9043
C -3.4480 2.4993 2.1172
C -4.3003 1.5155 2.5765
C -3.8311 0.2280 2.8318
C -2.4964 -0.0534 2.6317
C -1.6094 0.9247 2.1658
C -0.1998 0.5771 1.9128
O 0.5820 1.4498 1.3654
N 0.2105 -0.6436 2.2162
N 1.4882 -0.7687 1.7777
C 2.3479 -1.4753 2.3824
C 3.7293 -1.3926 1.8862
C 4.7397 -2.1763 2.4117
C 6.0395 -1.9914 1.9590
C 6.2866 -1.0046 1.0231
C 5.2198 -0.2583 0.5492
N 3.9627 -0.4568 0.9450
H -0.4119 2.8548 1.3767
H -3.7947 3.5075 1.9293
H -5.3442 1.7514 2.7416
H -4.5015 -0.5371 3.1984
H -2.1042 -1.0402 2.8386
H 2.1045 -2.0354 3.2801
H 4.5051 -2.9161 3.1653
H 6.8459 -2.6042 2.3380
H 7.2789 -0.8165 0.6416
H 5.3839 0.5296 -0.1743
C 1.5613 4.6564 -1.6375
C 2.0935 3.4624 -1.1700
N 1.3263 2.3908 -1.0181
C 0.0317 2.4843 -1.3396
C -0.4737 3.6850 -1.8243
N 0.2820 4.7649 -1.9657
C -0.7922 1.2544 -1.2041
C -2.1718 1.2400 -1.2731
C -2.8532 0.0266 -1.1542
C -2.0979 -1.1374 -1.0257
C -0.7174 -1.0502 -0.9807
N -0.0997 0.1279 -1.0305
C 0.1959 -2.2243 -0.9336
C -0.2249 -3.5372 -1.1076
N 0.6299 -4.5510 -1.1564
C 1.9200 -4.2645 -1.0518
C 2.3630 -2.9601 -0.8681
N 1.4981 -1.9563 -0.7965
C -4.3326 -0.0211 -1.1702
C -5.0179 -1.1652 -1.5673
C -6.4047 -1.1568 -1.5557
N -7.1301 -0.1092 -1.1791
C -6.4735 0.9823 -0.8018
C -5.0901 1.0792 -0.7823
H 2.1876 5.5322 -1.7478
H 3.1432 3.3718 -0.9229
H -1.5116 3.7751 -2.1159
H -2.7179 2.1608 -1.4069
H -2.5855 -2.0947 -0.9242
H -1.2729 -3.7813 -1.2237
H 2.6276 -5.0815 -1.1148
H 3.4201 -2.7310 -0.7858
H -4.5045 -2.0513 -1.9153
H -6.9550 -2.0365 -1.8693
H -7.0799 1.8270 -0.4943
H -4.6326 1.9903 -0.4235
N 6.1150 -2.6502 -2.1656
C 5.7445 -1.5999 -2.4758
N 5.3433 -0.3768 -2.8303
C 4.2279 -0.0254 -2.3436
N 3.1927 0.3432 -1.9218

These are the Mulliken partial charges, in e, on atoms 1 to 2: 2.0001, -0.7803



2.
C33H24BrN3O2PPdSbSe4 as an isolated structure, computed with ωB97M-V with the def2-TZVPD basis set.

Largest force on an atom (eV/A): 1.76
Total charge: -2
Total energy (eV): -393911.71704
2S+1: 1
Molar mass (g/mol): 1149.5

Geometry (Å):
Pd -0.6218 -0.1271 0.3031
Br 3.1431 7.2711 -1.5263
C 1.6058 7.1356 -0.4211
C 0.5114 6.4075 -0.8628
C -0.6053 6.2894 -0.0532
C -0.6305 6.9079 1.1986
C 0.4597 7.6759 1.6001
C 1.5907 7.7756 0.8059
N -1.7763 6.9615 2.0608
N -2.6287 6.0392 2.1355
C -2.4171 4.7178 1.7140
C -3.5766 4.0728 1.2877
C -3.5717 2.8375 0.6686
C -2.3684 2.1398 0.4589
O -2.3079 1.0507 -0.1871
C -1.1605 2.7363 1.0455
N -0.0279 2.0012 0.9498
C 1.0740 2.4211 1.5150
C 1.1133 3.5936 2.2888
C -0.0132 4.3611 2.3848
C -1.1907 3.9823 1.6979
H 0.5348 5.9211 -1.8284
H -1.4536 5.7164 -0.3998
H 0.4109 8.1827 2.5556
H 2.4470 8.3476 1.1365
H -4.5070 4.6156 1.4124
H -4.4875 2.3709 0.3328
H 1.9519 1.7977 1.3883
H 2.0236 3.8668 2.8055
H -0.0226 5.2440 3.0082
Se -5.1813 -3.5013 1.9895
Sb -2.9217 -4.2889 2.2038
Se -2.0218 -1.7231 1.4684
Se -2.0768 -5.8934 0.6069
Se -2.0674 -4.2429 4.4760
O 1.0651 -1.1921 0.5981
P 0.6002 -2.3734 -0.2934
C 1.9058 -2.3206 -1.6154
C 1.6486 -2.1523 -2.9710
C 2.6902 -2.0598 -3.8887
C 4.0060 -2.1331 -3.4622
C 4.2790 -2.2795 -2.1066
C 3.2384 -2.3599 -1.1974
C 1.0423 -3.8773 0.6273
C 0.7435 -3.9495 1.9816
C 1.0574 -5.0916 2.7075
C 1.6944 -6.1564 2.0980
C 2.0601 -6.0665 0.7587
C 1.7458 -4.9304 0.0338
C -0.7792 -2.8820 -1.4486
C -0.6561 -4.1224 -2.0783
C -1.6218 -4.5847 -2.9548
C -2.7493 -3.8234 -3.2201
C -2.8805 -2.5868 -2.6154
C -1.9031 -2.1192 -1.7455
H 0.6266 -2.0933 -3.3199
H 2.4649 -1.9327 -4.9410
H 4.8171 -2.0716 -4.1785
H 5.3046 -2.3277 -1.7597
H 3.4536 -2.4607 -0.1401
H 0.2425 -3.1261 2.4763
H 0.7418 -5.1409 3.7421
H 1.9021 -7.0589 2.6611
H 2.5833 -6.8826 0.2741
H 2.0906 -4.8583 -0.9882
H 0.1865 -4.7637 -1.8827
H -1.5005 -5.5636 -3.4025
H -3.5246 -4.2011 -3.8760
H -3.7584 -1.9775 -2.7886
H -2.0469 -1.1448 -1.3044

These are the Mulliken partial charges, in e, on atoms 1 to 2: -0.5375, -0.2230



3.
C33H24Cl3CoN6O4S as an isolated structure, computed with ωB97M-V with the def2-TZVPD basis set.

Largest force on an atom (eV/A): 0.99
Total charge: -1
Total energy (eV): -137773.68460
2S+1: 2
Expectation value of S²: 0.793
Molar mass (g/mol): 766.0

Geometry (Å):
Co -1.2427 0.0156 0.3005
C 2.8831 -4.7096 0.4231
C 2.2244 -3.4185 0.8300
C 2.8694 -2.1914 0.7056
C 2.2091 -1.0200 1.0032
C 0.8721 -1.0012 1.4375
N 0.1739 0.1781 1.6067
C 0.7263 1.2958 2.1469
C 1.8471 1.2134 3.0017
C 2.4692 2.3267 3.5206
C 2.0104 3.6013 3.2123
C 2.7170 4.8391 3.7013
C 0.8412 3.6993 2.4766
C 0.1701 2.5908 1.9756
N -1.0857 2.7947 1.3436
C -1.6784 3.9786 1.0676
C -2.9629 3.7213 0.6515
C -3.0754 2.3290 0.6916
N -1.9405 1.7853 1.1042
C 0.2232 -2.2530 1.5648
C 0.9086 -3.4212 1.2566
N -1.1516 -2.3324 1.9101
C -1.8450 -3.4254 2.3023
C -3.1538 -3.0427 2.4800
C -3.1755 -1.6821 2.1602
N -1.9662 -1.2639 1.8247
H 3.9673 -4.6568 0.5205
H 2.6502 -4.9281 -0.6221
H 2.5183 -5.5421 1.0257
H 3.8927 -2.1527 0.3486
H 2.7021 -0.0666 0.8617
H 2.2221 0.2303 3.2491
H 3.3324 2.2080 4.1661
H 3.7646 4.6255 3.9131
H 2.2568 5.2188 4.6181
H 2.6745 5.6317 2.9532
H 0.4428 4.6875 2.2917
H -1.1770 4.9230 1.1563
H -3.7050 4.4343 0.3403
H -3.9125 1.6987 0.4451
H 0.3895 -4.3705 1.2988
H -1.3837 -4.3841 2.4474
H -3.9762 -3.6620 2.7899
H -4.0016 -0.9928 2.1838
Cl -5.9934 -1.0452 -5.6974
C -4.9340 -0.9380 -4.3185
C -4.3514 0.2742 -4.0000
C -3.5600 0.3785 -2.8730
Cl -2.8653 1.9188 -2.5456
C -3.2878 -0.7232 -1.9983
O -2.6220 -0.7222 -0.8917
C -3.8821 -1.9355 -2.4370
Cl -3.5666 -3.3481 -1.4858
C -4.6927 -2.0563 -3.5472
H -4.5040 1.1494 -4.6148
H -5.1337 -3.0123 -3.7901
O 1.3268 2.5222 -0.6657
C 1.1560 1.4563 -1.2404
N 0.0272 0.7135 -1.2290
S 0.1555 -0.6324 -2.1380
O -0.0302 -1.7946 -1.3032
O -0.6144 -0.5841 -3.3516
C 1.8712 -0.4021 -2.5963
C 2.7253 -1.1222 -3.4034
C 3.9819 -0.5869 -3.6646
C 4.3567 0.6415 -3.1294
C 3.4860 1.3574 -2.3209
C 2.2358 0.8204 -2.0671
H 2.4266 -2.0719 -3.8276
H 4.6738 -1.1243 -4.3004
H 5.3376 1.0419 -3.3536
H 3.7525 2.3157 -1.8955

These are the Mulliken partial charges, in e, on atoms 1 to 2: 0.4612, -1.6402



4.
A 6-piece molecular cluster, C33H24F5NO22S overall, computed with ωB97M-V with the def2-TZVPD basis set.

Largest force on an atom (eV/A): 1.03
Total charge: 0
SMILES string: O=S(=O)(F)N(CCF)C(F)(F)F.O=C1C=C(O)C(=O)C=C1O.O=C1C=C(O)C(=O)C=C1O.O=C1C=C(O)C(=O)C=C1O.O=C1C=C(O)C(=O)C=C1O.O=C1C=C(O)C(=O)C=C1O
Total energy (eV): -105565.39087
2S+1: 1
Molar mass (g/mol): 913.6

Geometry (Å):
O -1.3241 1.7779 2.1645
S -2.1992 1.7806 1.0601
O -3.5266 1.3031 1.1832
F -2.2592 3.2401 0.5355
N -1.4119 1.0763 -0.2420
C -1.6590 1.6886 -1.5773
C -0.3763 2.3275 -2.0643
F -0.0541 3.3620 -1.2018
C -1.5531 -0.3503 -0.2612
F -0.4912 -0.8617 -0.9148
F -2.6617 -0.7789 -0.8897
F -1.5646 -0.8511 0.9834
H -1.9538 0.9434 -2.3120
H -2.4169 2.4650 -1.5364
H -0.4762 2.7188 -3.0740
H 0.4434 1.6154 -1.9861
C -3.3779 5.9980 -1.6335
C -3.8146 7.2612 -1.7699
C -5.0351 7.6093 -2.6003
O -5.3489 8.7834 -2.6393
C -5.7361 6.5453 -3.2851
C -5.2969 5.2864 -3.1491
C -4.0927 4.9421 -2.3013
O -3.7905 3.7586 -2.2366
O -5.8650 4.2433 -3.7313
O -3.2370 8.3016 -1.2051
H -2.5098 5.7397 -1.0428
H -6.5963 6.8020 -3.8865
H -5.3491 3.4611 -3.4563
H -3.7627 9.0835 -1.4691
C 2.7264 -2.7691 -1.9128
C 2.8967 -4.0916 -2.0666
C 3.3279 -4.6970 -3.3895
O 3.4618 -5.9073 -3.4003
C 3.5428 -3.8242 -4.5209
C 3.3678 -2.5040 -4.3614
C 2.9570 -1.8951 -3.0361
O 2.8437 -0.6812 -3.0069
O 3.5344 -1.6168 -5.3269
O 2.7167 -4.9758 -1.1050
H 2.4223 -2.3249 -0.9753
H 3.8366 -4.2659 -5.4625
H 3.3468 -0.7453 -4.9244
H 2.9255 -5.8577 -1.4843
C 7.2668 -6.0436 0.5929
C 6.3551 -6.3238 -0.3493
C 5.1768 -7.2381 -0.0877
O 4.4120 -7.3878 -1.0261
C 5.0384 -7.8518 1.2084
C 5.9526 -7.5755 2.1517
C 7.1205 -6.6403 1.9013
O 7.8747 -6.4533 2.8378
O 5.9260 -8.0794 3.3708
O 6.3852 -5.8403 -1.5798
H 8.1095 -5.3903 0.4177
H 4.2017 -8.5139 1.3795
H 6.7021 -7.7047 3.8345
H 5.6052 -6.2180 -2.0395
C 4.7928 3.2179 2.1777
C 4.4703 4.5078 2.0036
C 3.2551 4.9380 1.2074
O 3.0532 6.1371 1.1306
C 2.4300 3.9219 0.5985
C 2.7539 2.6316 0.7688
C 3.9549 2.2000 1.5829
O 4.1461 1.0013 1.6835
O 2.0706 1.6241 0.2499
O 5.1669 5.5160 2.5010
H 5.6568 2.9030 2.7453
H 1.5747 4.2311 0.0186
H 2.5324 0.8120 0.5388
H 4.6982 6.3272 2.2192
C -5.4634 -0.3134 4.2883
C -6.0877 -0.3217 3.0988
C -7.3399 -1.1379 2.8491
O -7.8319 -1.0571 1.7379
C -7.8659 -1.9512 3.9220
C -7.2394 -1.9430 5.1075
C -6.0002 -1.1092 5.3648
O -5.5310 -1.1725 6.4878
O -7.6325 -2.6478 6.1545
O -5.6743 0.3686 2.0543
H -4.5705 0.2671 4.4726
H -8.7508 -2.5418 3.7322
H -6.9941 -2.4414 6.8672
H -6.3105 0.1766 1.3370

These are the Mulliken partial charges, in e, on atoms 1 to 2: -0.6214, 1.0847



5.
C33H24N3STa as an isolated structure, computed with ωB97M-V with the def2-TZVPD basis set.

Largest force on an atom (eV/A): 0.77
Total charge: +2
Total energy (eV): -51453.07264
2S+1: 1
Molar mass (g/mol): 675.6

Geometry (Å):
Ta -0.5841 -0.2080 -0.3679
C 0.3275 5.2424 2.2033
C -0.7810 4.4688 1.8964
C -0.6216 3.1581 1.4758
C 0.6510 2.6163 1.3736
C 1.7701 3.3851 1.6921
C 1.6002 4.6938 2.1015
N 0.8279 1.2580 0.9501
N 1.9012 0.7628 1.3292
C 2.1347 -0.5568 0.9556
C 3.3318 -1.1147 1.3558
C 3.6047 -2.4334 0.9978
C 2.6821 -3.1503 0.2588
C 1.4763 -2.5691 -0.1363
C 1.1564 -1.2497 0.2089
H 0.2043 6.2668 2.5285
H -1.7773 4.8794 1.9976
H -1.4915 2.5564 1.3049
H 2.7635 2.9667 1.6084
H 2.4691 5.2918 2.3423
H 4.0324 -0.5282 1.9352
H 4.5371 -2.8925 1.2990
H 2.8925 -4.1748 -0.0192
H 0.7892 -3.1813 -0.7055
C -4.1217 -0.1746 2.2932
C -4.8223 0.8221 1.6291
C -4.2750 1.4683 0.5244
C -3.0148 1.1221 0.0615
C -2.2945 0.0897 0.7387
C -2.8604 -0.5401 1.8437
C -2.3971 1.8407 -1.0929
C -3.0779 2.7652 -1.8896
C -2.4196 3.3878 -2.9192
C -1.0668 3.1042 -3.1997
C -0.3460 3.7002 -4.2581
C 0.9577 3.3538 -4.4781
C 1.5945 2.4092 -3.6491
C 0.9247 1.8233 -2.6076
C -0.4173 2.1624 -2.3767
N -1.1049 1.5641 -1.3525
H -4.5557 -0.6619 3.1567
H -5.8054 1.1113 1.9773
H -4.8441 2.2562 0.0502
H -2.3222 -1.3280 2.3566
H -4.1171 2.9816 -1.6989
H -2.9441 4.1062 -3.5386
H -0.8413 4.4279 -4.8888
H 1.5126 3.8066 -5.2883
H 2.6294 2.1534 -3.8360
H 1.4401 1.1177 -1.9571
S -0.9997 -1.7410 -2.0401
C -2.7048 -1.2446 -2.3224
C -2.9760 -0.3944 -3.3899
C -4.2953 -0.0792 -3.6810
C -5.3254 -0.6094 -2.9143
C -5.0434 -1.4721 -1.8614
C -3.7307 -1.7992 -1.5619
H -2.1675 -0.0072 -3.9992
H -4.5197 0.5638 -4.5221
H -6.3536 -0.3709 -3.1543
H -5.8487 -1.9084 -1.2847
H -3.5056 -2.4875 -0.7576

These are the Mulliken partial charges, in e, on atoms 1 to 2: 1.0957, -0.5126



6.
C33H24N7O5SV as an isolated structure, computed with ωB97M-V with the def2-TZVPD basis set.

Largest force on an atom (eV/A): 0.68
Total charge: -1
Total energy (eV): -91807.91265
2S+1: 4
Expectation value of S²: 3.773
Molar mass (g/mol): 681.6

Geometry (Å):
V -0.0843 -0.5091 0.0069
C -0.2923 2.4615 -3.4667
C 0.2304 1.4257 -2.5249
N -0.1957 1.2749 -1.3290
N -1.1710 2.1630 -0.9034
C -1.4906 1.9196 0.3451
O -0.9622 1.0228 1.0835
C -2.6093 2.7209 0.9234
C -3.3218 3.6345 0.1530
C -4.3865 4.3291 0.7053
C -4.7494 4.1149 2.0294
C -4.0436 3.1989 2.7978
C -2.9785 2.5022 2.2460
C 1.2697 0.4817 -3.0082
C 1.1430 -0.0878 -4.2749
C 2.0955 -0.9920 -4.6956
C 3.1538 -1.2959 -3.8479
C 3.1984 -0.6721 -2.6129
N 2.2844 0.1986 -2.1914
H -0.6339 3.3321 -2.9105
H 0.4691 2.7410 -4.1946
H -1.1531 2.0325 -3.9880
H -3.0339 3.7748 -0.8794
H -4.9414 5.0342 0.0992
H -5.5852 4.6547 2.4574
H -4.3285 3.0183 3.8265
H -2.4297 1.7666 2.8191
H 0.2670 0.1290 -4.8693
H 2.0043 -1.4744 -5.6606
H 3.9213 -2.0032 -4.1320
H 4.0097 -0.8792 -1.9212
O -2.5998 -1.9176 2.8302
C -2.0313 -1.6049 1.7939
O -0.7729 -1.6630 1.5507
C -2.8727 -1.1408 0.6062
C -4.2342 -0.9135 0.6975
C -4.9020 -0.5179 -0.4498
C -4.2071 -0.4043 -1.6439
C -2.8451 -0.6623 -1.6625
N -2.1997 -0.9881 -0.5382
C -2.0576 -0.6876 -2.9771
O -2.5343 -0.0200 -3.9114
O -1.0366 -1.4097 -2.9657
H -4.7258 -1.0447 1.6502
H -5.9655 -0.3110 -0.4163
H -4.6847 -0.1084 -2.5670
N 3.5943 -1.2996 1.9006
C 3.7607 -0.4242 2.9900
C 4.5437 -0.7880 4.0741
C 4.7278 0.0914 5.1338
C 4.1009 1.3272 5.1270
C 3.2891 1.6799 4.0546
C 3.1389 0.8248 2.9770
S 2.1963 1.3110 1.5703
N 1.7329 -0.1894 0.9520
C 2.4668 -1.2417 1.0961
C 2.0766 -2.4300 0.3353
C 2.7313 -3.6612 0.3994
C 2.3137 -4.6805 -0.4290
C 1.2560 -4.4570 -1.3066
C 0.6349 -3.2257 -1.3064
N 1.0300 -2.2363 -0.4932
H 3.9739 -2.2198 2.0427
H 5.0170 -1.7632 4.0827
H 5.3514 -0.2007 5.9679
H 4.2271 2.0109 5.9552
H 2.7713 2.6305 4.0474
H 3.5538 -3.8391 1.0788
H 2.8074 -5.6429 -0.3922
H 0.9113 -5.2316 -1.9768
H -0.1935 -2.9682 -1.9598

These are the Mulliken partial charges, in e, on atoms 1 to 2: 0.0614, -1.7776



7.
C33H25EuN5O4S as an isolated structure, computed with ωB97M-V with the def2-TZVPD basis set.

Largest force on an atom (eV/A): 1.48
Total charge: 0
Total energy (eV): -80433.57606
2S+1: 8
Expectation value of S²: 15.760
Molar mass (g/mol): 739.6

Geometry (Å):
Eu -1.3603 0.0690 0.5365
O -2.8350 -1.7333 4.6383
C -2.5237 -1.4586 3.3658
O -1.5124 -0.9018 3.0319
C -3.5507 -1.9062 2.3718
C -4.6807 -2.6405 2.6597
C -5.5003 -2.9996 1.5924
C -5.1648 -2.6098 0.3077
C -4.0273 -1.8343 0.1269
N -3.2467 -1.5087 1.1462
C -3.5535 -1.2950 -1.2304
O -3.8483 -1.9282 -2.2408
O -2.8704 -0.2240 -1.1207
H -2.1173 -1.3874 5.1902
H -4.9091 -2.9244 3.6778
H -6.3946 -3.5837 1.7703
H -5.7574 -2.8847 -0.5546
N 3.0412 1.7818 0.1062
C 4.0764 0.9177 0.5027
C 5.3888 1.1864 0.1462
C 6.4103 0.3371 0.5532
C 6.1169 -0.7998 1.2889
C 4.7957 -1.0851 1.6158
C 3.7816 -0.2181 1.2437
S 2.1083 -0.5297 1.6986
N 1.2334 0.3623 0.5495
C 1.7354 1.3823 -0.0273
C 0.8605 2.1634 -0.9666
C 1.2841 3.3097 -1.6128
C 0.4208 3.9442 -2.4938
C -0.8386 3.4220 -2.6916
C -1.1875 2.2727 -1.9963
N -0.3600 1.6573 -1.1635
H 3.3314 2.5789 -0.4281
H 5.6147 2.0713 -0.4414
H 7.4339 0.5648 0.2832
H 6.9088 -1.4664 1.6073
H 4.5512 -1.9784 2.1809
H 2.2611 3.7390 -1.4411
H 0.7355 4.8453 -3.0052
H -1.5447 3.8842 -3.3683
H -2.1608 1.8106 -2.1149
N -0.4698 -2.0834 -0.2751
C -0.1878 -2.8854 -1.0435
C 0.0633 -3.8595 -2.0775
C -0.8717 -4.0155 -3.0954
C -0.6366 -4.9529 -4.0877
C 0.5186 -5.7235 -4.0601
C 1.4497 -5.5593 -3.0412
C 1.2256 -4.6248 -2.0442
H -1.7687 -3.4048 -3.0957
H -1.3578 -5.0813 -4.8843
H 0.6948 -6.4578 -4.8362
H 2.3505 -6.1586 -3.0248
H 1.9394 -4.4783 -1.2436
C -1.9122 2.1198 1.8967
C -0.9483 3.1656 1.6129
C -1.2571 4.2890 0.8043
C -0.3530 5.3172 0.5997
C 0.9178 5.2891 1.1784
C 1.2546 4.1907 1.9664
C 0.3556 3.1524 2.1672
H -2.9310 2.4757 1.7211
H -1.8118 1.7898 2.9339
H -2.2480 4.3494 0.3629
H -0.6442 6.1699 -0.0092
H 1.6121 6.1107 1.0385
H 2.2326 4.1470 2.4396
H 0.6376 2.3168 2.8027

These are the Mulliken partial charges, in e, on atoms 1 to 2: 1.1722, -0.4890